49
Properties=species:S:1:pos:R:3 method="wB97M-V/def2-TZVPD" homo_lumo_gap_ha="0.2304 / 0.0732" charge=+2 homo_energy_ev="-13.088 / -14.103" molar_mass_da=406.83 multiplicity=8 e_tot_ha=-2932.64438 e_lumo_ha="-0.2505 / -0.4451"
Ti 0.6820 3.6367 -0.9388
Ti -2.6779 2.1567 -1.6783
F 0.4821 1.4222 -1.0455
F -1.4650 0.9407 -0.1941
F -0.0686 2.4087 0.8205
F 0.3821 0.2259 0.8385
O 3.0159 0.3833 0.7714
O 2.0715 -3.6177 0.1279
O 1.5494 3.2030 -3.1205
O -2.8815 2.4806 3.6958
O -1.4989 -0.0446 3.0933
O -3.5738 -3.1819 0.1688
O 1.2140 -2.7880 -2.3151
C 3.5669 -0.5532 -0.1130
C -2.3042 -1.1434 2.9462
C 0.5752 -1.4993 -2.5063
C 2.4394 3.8514 -4.0145
C -2.5904 -2.2471 -0.3306
C -2.2125 3.3451 2.8169
C 1.2233 -2.9997 1.1136
B -0.1887 1.2384 0.1228
H -2.5334 -2.3001 -1.4178
H -3.0213 -1.0213 2.1344
H -2.9136 -1.2302 -0.1080
H -4.4030 -3.0446 -0.2950
H 2.0590 0.3664 0.6956
H 3.1480 4.5034 -3.5038
H -2.9094 -1.1793 3.8520
H 1.8318 4.5667 -4.5687
H -1.8040 -2.0947 2.7646
H -1.2030 3.4468 3.2153
H -2.5435 1.6246 3.4225
H 1.1666 2.4823 -3.6262
H 4.6486 -0.4212 -0.0901
H 1.8003 -2.5553 1.9245
H -0.9315 0.1152 2.3356
H 1.6290 -2.8533 -1.4519
H 3.1775 -0.4898 -1.1291
H 0.6110 -2.3097 0.5330
H 3.3751 -1.5666 0.2394
H -2.6759 4.3310 2.7794
H 0.0411 -1.2871 -1.5801
H 2.7765 -4.1067 0.5584
H -2.2003 2.9438 1.8035
H 0.5433 -3.6855 1.6189
H 3.0213 3.2004 -4.6669
H 1.3352 -0.7187 -2.5400
H -1.6587 -2.4482 0.1981
H -0.1069 -1.4859 -3.3564

61
Properties=species:S:1:pos:R:3 method="wB97M-V/def2-TZVPD" homo_lumo_gap_ha=0.3160 charge=-1 homo_energy_ev=-6.203 molar_mass_da=519.84 relative_energy_kcal_mol=23.62 e_tot_ha=-2338.07469 e_lumo_ha=0.0880
Cl 0.5306 0.8412 0.2495
O -2.4696 -0.2748 -3.0854
O 0.8708 0.4021 1.5661
O 0.1910 -1.6079 4.0853
O 0.5720 3.5666 -3.6938
O -5.4069 1.3565 1.2228
O -2.8931 -3.8105 1.2254
O 0.1880 2.2367 0.2337
O 5.4702 3.8093 -1.1424
O 1.6089 0.5083 -0.6600
O 1.3711 -4.3812 0.7366
O -0.6495 0.0852 -0.0977
N 2.2988 -1.6777 3.2594
N 2.9374 -2.8687 0.1806
N 1.7505 -2.9048 5.1026
N -0.6818 -1.6148 -3.4022
N -4.3938 0.0859 -0.3755
N -6.4245 -0.5170 0.4703
N -0.3963 0.6619 -3.4084
N -1.4949 -2.2475 2.1207
N 3.3075 4.2337 -0.6658
N -2.4781 -3.7477 3.4736
N 0.8346 -2.7039 -0.7284
N 3.8935 2.2200 -1.5861
N 0.6498 5.8432 -3.5120
N 0.0668 4.5822 -1.7287
C 1.3351 -2.0552 4.1345
C 1.6657 -3.3646 0.1308
C 0.4513 4.5810 -3.0343
C -5.4270 0.4253 0.4341
C -1.2682 -0.3955 -3.2486
C -2.3500 -3.2816 2.1896
C 4.3048 3.4202 -1.1172
H -0.0843 5.4556 -1.2551
H -0.0624 3.7691 -1.1501
H 3.5096 5.0954 -0.2007
H 2.2021 -0.8839 2.6466
H 2.6825 -3.2766 5.0890
H -1.5196 -1.6542 1.3095
H -7.0636 -0.4816 1.2408
H -1.3229 -2.3789 -3.2785
H 1.1537 -3.2809 5.8132
H -0.0132 -3.2453 -0.7906
H -4.6677 -0.5981 -1.0596
H 0.4720 0.4555 -2.9341
H 3.6174 -3.3925 0.6984
H -0.7808 -2.0656 2.8478
H -3.0196 -4.4905 3.8617
H 0.5418 6.5296 -2.7849
H -6.5753 -1.2371 -0.2096
H 3.2783 -2.0776 -0.3335
H 2.9923 1.8636 -1.3038
H -0.7711 1.5774 -3.2179
H -3.4425 0.4041 -0.3938
H 2.3784 3.8510 -0.5921
H 1.2747 6.0340 -4.2701
H 0.9212 -1.7351 -0.9784
H -1.7800 -3.3373 4.0753
H 3.2099 -2.0898 3.3369
H 4.6337 1.6037 -1.8644
H 0.2706 -1.8198 -3.6312

43
Properties=species:S:1:pos:R:3 method="wB97M-V/def2-TZVPD" homo_lumo_gap_ha=0.3451 charge=-1 homo_energy_ev=-6.054 molar_mass_da=243.29 relative_energy_kcal_mol=51.23 e_tot_ha=-909.96972 e_lumo_ha=0.1226
F 0.2377 0.1980 -0.5958
O -0.3935 -1.9584 -2.3724
O 0.8119 1.2269 2.2663
O -2.0807 1.8262 1.0925
O 3.0374 1.9251 -0.2739
O -2.0302 2.2606 -1.9285
O 1.5854 -1.5655 0.9443
O -2.2313 -0.8966 0.0422
C -3.3634 2.1332 1.5700
C 3.5540 1.1441 -1.3980
C -1.8521 1.3711 -3.0364
C 0.6808 -2.9101 -2.2317
C 2.9642 -1.8064 0.6737
C -1.9682 -1.9165 1.0161
C 0.1163 1.2504 3.5498
H 0.4871 -3.6112 -3.0436
H 3.5455 -0.8947 0.8114
H 1.6434 -2.4175 -2.3687
H -0.9527 1.6561 -3.5823
H 4.5542 0.7926 -1.1446
H -1.6901 0.3840 -2.6034
H -2.1863 1.0338 0.5609
H -1.3643 -0.6076 -0.2517
H -2.7044 1.2514 -3.7053
H -0.2047 -1.2114 -1.7997
H -2.0860 -2.9346 0.6450
H 3.5467 1.5614 -2.4049
H 1.2432 -0.8912 0.3529
H -0.9363 -1.8706 1.3641
H -2.9788 2.3411 -1.8048
H -3.9271 2.4861 0.7064
H 0.5605 0.5575 4.2644
H 0.8296 0.3439 1.8901
H -0.9213 0.9233 3.4834
H -3.8416 1.2978 2.0813
H 0.1500 2.2191 4.0483
H 3.3497 -2.4740 1.4443
H -2.4701 -1.7259 1.9647
H 3.1857 -2.1760 -0.3275
H -3.2745 2.9377 2.3001
H 0.7116 -3.3909 -1.2539
H 3.6821 1.9206 0.4373
H 2.9806 0.2172 -1.3827